No. 1
ORCA calculation (the ωB97M-V functional and the def2-TZVPD basis) on a molecular structure, C13H26GdN3O3P at a distorted geometry.

Properties
Multiplicity: 9
HOMO level (spin up / spin down) in eV: -14.182 / -14.486
⟨S²⟩: 20.29
M in g mol⁻¹: 460.6
Electronic energy in eV: -54624.1395
Charge: +2
LUMO (spin up / spin down) in eV: -5.84 / -7.58

Element x y z (Å)
H (0.149, -0.435, 4.754)
C (0.390, 2.745, -1.576)
N (2.178, -0.954, 4.472)
N (-0.523, 0.532, -1.959)
H (-2.433, -0.753, -4.443)
C (-2.816, -1.398, -0.163)
P (1.025, 2.232, -0.017)
C (2.851, 2.274, 0.053)
C (-1.281, -0.326, -2.693)
O (0.153, -2.845, 2.683)
H (-0.643, 3.265, 1.403)
H (2.518, -0.748, 5.424)
O (0.831, -0.683, 2.341)
H (-3.563, -2.167, -0.427)
H (1.701, -0.513, -2.031)
H (-3.102, -0.428, -0.586)
H (2.749, -1.746, 4.144)
N (-1.460, -1.776, -0.645)
C (-1.002, -3.054, -0.053)
C (0.457, 3.278, 1.382)
H (-0.433, -2.298, -2.408)
C (-0.946, 2.225, -3.639)
H (0.566, 3.770, -1.939)
H (-2.206, -2.327, -2.566)
Gd (-0.002, -0.247, 0.332)
H (-0.751, 3.249, -3.998)
H (-2.780, -1.284, 0.930)
H (-1.605, -3.914, -0.388)
H (-1.469, 0.892, 0.796)
H (0.567, -2.186, 5.140)
H (0.816, 2.850, 2.335)
C (-1.857, 0.025, -3.886)
H (3.174, 3.322, -0.082)
H (2.377, -0.126, 3.894)
C (0.474, -1.717, 3.079)
H (2.604, -0.905, -0.835)
C (-1.357, -1.761, -2.138)
H (3.198, 1.892, 1.030)
C (-1.680, 1.324, -4.400)
C (0.720, -1.343, 4.497)
H (0.847, 4.300, 1.243)
O (1.759, -1.129, -1.276)
C (-0.381, 1.850, -2.395)
H (-2.099, 1.607, -5.367)
H (3.277, 1.639, -0.742)
H (0.052, -3.213, -0.322)
H (-1.042, -2.995, 1.041)

No. 2
ORCA calculation (the ωB97M-V functional and the def2-TZVPD basis) on 2 unconnected molecules or ions with the total composition C13H26IN3O3 at a distorted geometry.

Properties
HOMO level in eV: -5.704
M in g mol⁻¹: 399.3
Electronic energy in eV: -32613.0681
Charge: 0
LUMO in eV: -0.93

Element x y z (Å)
H (-4.196, 0.916, -0.706)
C (-0.703, 3.326, -3.485)
H (-1.372, 4.737, -2.055)
C (-1.884, 0.681, -2.152)
H (-1.744, 3.465, -0.182)
H (-2.386, 1.121, -3.013)
H (-1.743, -0.960, 1.397)
H (3.500, -0.791, 1.959)
I (0.049, -4.161, 2.297)
C (-1.419, 2.882, -1.045)
C (-1.794, -1.371, -0.707)
H (-0.703, -1.436, -0.772)
H (5.461, -4.205, 2.931)
H (-2.028, -1.340, -2.840)
H (-2.047, 1.520, 1.168)
O (1.307, -1.746, 1.038)
C (-2.352, -0.755, -1.976)
H (-0.613, 0.913, 0.318)
O (6.848, -2.211, 1.334)
O (6.198, -0.988, 3.074)
H (2.419, -2.741, 3.977)
H (-3.822, 2.515, -0.012)
C (4.534, -2.527, 2.276)
C (5.995, -1.862, 2.214)
H (-2.166, -2.390, -0.589)
H (3.852, -4.301, 3.105)
H (1.833, -1.079, 3.684)
H (-0.659, 4.147, -4.202)
N (-2.184, 1.560, -0.954)
C (2.351, -1.955, 3.195)
C (1.348, -2.400, 2.025)
C (-2.186, -0.532, 0.494)
C (-1.704, 0.898, 0.340)
H (-3.446, -0.804, -1.968)
H (4.296, -2.950, 1.253)
H (-0.361, 2.648, -0.911)
C (-3.657, 1.847, -0.856)
N (3.616, -1.467, 2.712)
H (-3.989, 2.312, -1.782)
H (-2.659, 3.720, -2.646)
C (-1.617, 3.704, -2.318)
H (0.315, 3.124, -3.146)
H (-3.271, -0.565, 0.641)
H (-0.803, 0.707, -2.301)
H (-1.059, 2.453, -4.031)
N (4.644, -3.657, 3.218)

No. 3
ORCA calculation (the ωB97M-V functional and the def2-TZVPD basis) on a molecular structure, C13H26MnN6O6 at a distorted geometry.

Properties
Multiplicity: 6
HOMO level (spin up / spin down) in eV: -7.751 / -7.900
⟨S²⟩: 8.95
M in g mol⁻¹: 417.3
Electronic energy in eV: -66439.2698
Charge: 0
LUMO (spin up / spin down) in eV: -0.16 / -1.67

Element x y z (Å)
C (-1.759, 0.993, -0.886)
H (3.048, -2.077, -0.705)
C (2.900, -1.770, 0.310)
C (1.951, -0.849, 2.012)
C (3.741, -1.998, 1.393)
H (3.451, -2.257, 4.325)
N (1.834, -1.055, 0.725)
H (3.290, 3.432, -1.523)
H (-1.970, 1.369, -1.913)
H (-0.950, -4.160, 1.778)
H (-4.103, 3.387, -1.098)
H (2.901, -0.578, 4.356)
N (1.683, 0.612, -1.508)
H (-1.606, 1.851, -0.239)
O (2.366, 0.005, -2.413)
H (-1.084, 0.137, -3.426)
H (4.330, 2.152, -0.843)
O (0.200, 1.411, 1.942)
H (4.568, -0.930, 3.840)
O (-4.379, 2.761, -1.799)
N (-0.737, -1.232, 0.732)
C (3.436, 2.338, -1.460)
O (-0.123, 0.381, -3.248)
C (-0.990, -2.500, 0.411)
H (-0.440, 0.075, 2.023)
H (3.632, 1.953, -2.469)
C (-1.675, -3.456, 1.332)
H (0.069, -4.888, -0.727)
H (1.385, -0.340, 2.751)
Mn (-0.180, 0.119, -1.167)
C (1.623, 2.073, 0.346)
H (1.542, -1.193, -2.605)
H (-2.536, 0.355, -0.532)
C (2.228, 1.680, -0.884)
H (-2.198, -2.921, 2.147)
H (4.688, -2.525, 1.429)
N (0.555, 1.337, 0.705)
N (3.119, -1.403, 2.474)
H (-4.951, 2.074, -1.392)
H (-2.406, -4.030, 0.729)
C (-0.444, -2.836, -0.871)
H (2.933, 3.727, 0.734)
N (0.151, -1.814, -1.518)
C (3.545, -1.288, 3.847)
H (-1.518, -4.576, -1.539)
H (2.699, 2.617, 2.130)
O (0.972, -2.092, -2.524)
H (1.408, 3.766, 1.692)
C (2.197, 3.106, 1.275)
O (-0.685, -0.946, 2.026)
H (0.033, -4.209, -2.392)
C (-0.475, -4.218, -1.417)

Which value of M does entry 1 give? 460.6 g mol⁻¹

Which of these has the highest electronic energy? C13H26IN3O3